Entry 1:
166
Properties=species:S:1:pos:R:3:forces:R:3 method="wB97M-V/def2-TZVPD" gap_ev=7.717 total_charge=+1 lumo_energy_ev=-2.994
I 2.28342 1.40595 -5.43036 0.713 0.624 0.063
O -4.07318 -5.26522 5.17731 -0.013 0.043 -0.002
O 2.63602 -1.93503 -2.74815 -0.029 0.052 -0.032
O 3.29183 -5.22373 1.42394 -0.004 0.033 -0.026
O 5.14505 14.06290 -3.41765 -0.016 -0.039 -0.013
O 5.70520 4.75571 -4.42164 -0.064 0.184 -0.487
O -4.64443 -2.57573 -2.41730 0.049 0.025 0.020
O 3.92224 8.85945 -3.69995 -0.027 -0.144 -0.126
O 10.84183 -3.97547 1.06485 -0.032 -0.019 -0.015
O -7.84041 -1.62052 6.25106 -0.006 0.012 -0.015
O -10.78828 -0.81498 2.03680 0.075 -0.080 -0.022
O -3.38245 2.62513 -2.50594 0.020 -0.043 -0.029
O 13.58718 -7.34347 4.18735 -0.022 0.018 -0.026
O -13.18802 -5.29157 3.71349 0.019 0.023 -0.022
N 2.20324 4.51346 -5.84763 0.330 2.022 0.245
C 14.51568 -5.41050 -0.31842 0.023 -0.027 0.040
C 1.56353 3.39395 -5.12356 -1.013 -1.261 -0.134
C 13.28477 -4.92875 0.09173 0.086 0.015 -0.112
C 9.80397 -6.10585 5.45703 -0.010 0.038 -0.036
C -12.06717 -5.03231 -0.30276 0.019 0.051 -0.005
C -12.62121 -4.28655 3.34081 -0.124 -0.204 0.112
C 1.54391 12.78007 -1.73274 -0.004 -0.051 -0.009
C 5.74440 11.93481 -4.22267 -0.054 -0.119 -0.006
C -6.07657 -2.94299 7.07846 0.085 -0.074 -0.060
C -11.31130 -1.84336 2.42468 0.172 0.312 -0.088
C -12.66027 -3.32046 5.62801 -0.008 0.016 0.137
C 0.32880 -2.90165 -1.49412 -0.129 -0.001 0.011
C 14.73790 -6.63409 1.74051 0.115 -0.031 -0.083
C 3.59463 12.36657 -2.91016 -0.006 -0.122 -0.022
C -11.59863 -2.95275 1.47528 -0.059 -0.089 0.096
C 2.07165 10.55168 -2.46486 -0.111 0.020 0.057
C -5.54854 -4.27138 3.02331 -0.004 -0.011 -0.150
C -2.30563 -1.84005 -3.75990 0.091 -0.017 -0.090
C 6.89399 12.41174 -4.83819 0.118 0.008 -0.066
C -4.90766 -4.41759 5.41794 0.187 -0.195 -0.038
C -11.66380 -2.02357 3.85661 -0.060 -0.135 -0.011
C -7.35004 -2.85692 2.28747 0.062 -0.040 -0.010
C 5.43906 10.57275 -4.27443 -0.041 0.057 0.038
C -4.30026 -4.39362 7.82518 0.065 -0.014 0.128
C -6.94901 1.47886 -0.63242 -0.002 -0.045 -0.001
C 9.11081 -5.19359 4.66817 0.020 -0.028 0.018
C -12.31232 -3.18264 4.29104 0.063 0.067 -0.076
C -2.83348 0.44205 -3.18604 -0.105 -0.077 0.050
C 2.73279 13.24551 -2.26812 -0.113 0.054 0.064
C -6.45495 -0.79558 -1.24164 -0.181 -0.002 0.108
C 3.26913 11.01122 -3.00069 0.049 0.059 -0.028
C 0.96824 5.38801 -3.98198 0.503 0.160 -0.520
C 12.95248 -6.60401 3.46568 0.144 -0.168 0.163
C 15.24527 -6.25810 0.50881 -0.035 0.034 -0.025
C -0.60326 -4.33685 0.19478 0.002 0.033 -0.035
C 1.21026 11.43397 -1.83669 0.012 0.031 0.001
C -6.33831 -3.76937 2.00394 -0.047 0.034 -0.029
C -4.45157 -3.90802 9.11244 -0.038 0.038 0.000
C 10.89891 -5.21718 3.06528 0.083 -0.067 0.029
C 12.77236 -5.29873 1.32902 0.027 -0.072 0.083
C -12.43510 -5.16804 1.02471 -0.008 -0.087 -0.123
C -12.34537 -2.31800 6.52989 0.030 0.047 -0.029
C 5.58967 -4.08334 0.31328 0.142 0.001 0.018
C -4.38039 -1.39251 -2.46150 -0.105 -0.247 0.061
C 4.14341 -2.97962 -1.26901 -0.041 -0.058 0.063
C 11.04936 -6.56201 5.06108 -0.087 -0.016 0.114
C -7.29187 0.13109 -0.64264 -0.005 0.035 0.018
C -0.86926 -0.05030 -4.47597 -0.024 -0.034 -0.051
C 1.60964 -3.23930 -1.07480 0.060 -0.043 0.081
C 5.25404 -2.41989 -1.88940 0.134 0.028 -0.003
C 6.30346 9.69690 -4.92052 0.099 0.010 -0.076
C 11.45381 -4.76109 1.76116 -0.131 0.160 -0.127
C -1.69816 0.86784 -3.85881 0.209 -0.016 -0.087
C 0.67041 -4.67206 0.62239 -0.134 -0.018 0.033
C -3.14504 -0.91646 -3.14589 0.046 0.087 -0.023
C 13.49750 -6.16358 2.15167 -0.090 0.076 -0.043
C 6.69136 -3.51253 -0.30075 0.044 0.010 -0.015
C 4.42456 4.14432 -4.53597 0.666 0.713 0.421
C 4.85389 12.89077 -3.50723 0.073 0.282 0.026
C -11.34602 -1.02384 4.76715 0.024 0.075 0.114
C -5.10522 -3.90798 6.80244 -0.094 0.079 -0.017
C -0.77479 -3.44454 -0.85872 0.013 -0.014 0.022
C -11.47667 -3.85374 -0.74749 -0.007 -0.035 0.023
C -5.75725 -3.85453 4.33180 -0.078 0.095 0.057
C 1.78032 -4.11775 -0.00255 0.009 0.067 -0.090
C 3.59112 5.00608 -5.47438 0.844 -0.813 -0.327
C 9.65602 -4.75077 3.47567 -0.116 -0.002 0.074
C 1.24234 5.63274 -5.47707 -1.062 -0.531 -0.072
C 6.52364 -2.68582 -1.40658 -0.014 -0.016 0.027
C -1.16897 -1.40787 -4.42224 -0.028 0.038 -0.037
C 4.19005 10.04906 -3.65984 -0.035 -0.180 0.021
C 11.60385 -6.11636 3.86803 -0.046 0.069 -0.098
C 1.23541 3.88445 -3.73079 0.288 0.280 0.168
C -6.75761 -2.92221 4.61448 0.086 -0.081 0.003
C -6.96862 -2.42751 6.00388 -0.197 0.154 0.046
C 2.78406 -2.65901 -1.78049 -0.024 0.134 -0.173
C 7.45123 10.17596 -5.52700 0.004 0.015 -0.010
C 3.14189 -4.45785 0.49635 0.031 -0.181 0.210
C -12.20701 -4.12875 1.91749 0.068 0.103 -0.012
C 7.74224 11.53537 -5.49301 -0.019 -0.044 0.009
C -5.40724 -2.93439 9.38432 0.033 -0.042 -0.019
C -11.68103 -1.17396 6.10141 -0.037 -0.050 0.017
C -6.22023 -2.45591 8.37151 0.011 0.022 0.142
C -11.24277 -2.81672 0.13887 0.041 -0.053 -0.128
C 4.31356 -3.82390 -0.16930 -0.043 0.080 -0.085
C -3.69536 1.44994 -2.50839 0.001 0.282 0.054
C -4.93737 0.97827 -1.84453 0.019 -0.105 -0.026
C -5.27407 -0.37907 -1.83942 0.083 0.097 -0.057
C -5.77527 1.90230 -1.23252 -0.102 0.039 0.062
C -7.55858 -2.43432 3.58891 -0.113 0.077 -0.143
H 9.11842 -4.04477 2.85799 0.076 0.002 -0.075
H 12.71692 -4.26704 -0.54728 -0.076 0.022 0.080
H -1.46790 1.92491 -3.89356 -0.121 0.034 0.072
H -3.82191 -4.28529 9.90728 -0.001 0.000 0.005
H 0.58613 3.33426 -5.58875 -0.028 -0.134 -0.427
H 4.14828 5.09749 -6.40106 0.001 -0.088 -0.243
H -7.97367 -2.47191 1.48989 -0.026 0.000 0.017
H 1.55819 6.62684 -5.76605 0.670 -0.013 0.136
H 7.68554 -3.71204 0.07942 0.009 0.001 -0.014
H 0.27701 11.07461 -1.42388 0.000 0.005 0.012
H 3.55636 6.00533 -5.05668 -0.531 0.157 0.158
H -13.17194 -4.21349 5.95886 0.011 -0.050 -0.098
H 5.71654 -4.72962 1.17073 -0.109 -0.036 -0.003
H 4.60882 3.14446 -4.90485 -0.170 -0.159 -0.020
H -11.19689 -3.74725 -1.78743 -0.005 -0.004 -0.004
H -0.51479 -2.12763 -4.89746 0.003 -0.001 0.007
H -10.83325 -0.13318 4.43179 -0.006 -0.029 -0.104
H 1.81609 9.50425 -2.54228 0.098 -0.028 -0.021
H -2.54572 -2.89385 -3.71665 -0.102 0.020 0.032
H 5.63641 5.71651 -4.53098 0.044 -0.249 0.267
H 9.37108 -6.45920 6.38341 -0.001 0.006 0.006
H -1.46608 -4.76702 0.68583 -0.002 0.000 0.003
H -11.42542 -0.39821 6.81045 0.011 -0.002 0.004
H -8.34173 -1.71994 3.80714 0.033 0.008 0.122
H 0.87260 13.46711 -1.23536 -0.004 0.000 0.002
H 16.21022 -6.62824 0.18882 0.002 -0.001 -0.003
H -1.77242 -3.17516 -1.18385 -0.006 -0.020 0.002
H -12.24197 -5.84490 -0.99535 -0.006 0.001 -0.005
H -5.51785 -2.55059 10.38984 -0.003 -0.005 0.006
H 0.19960 -2.21102 -2.31512 0.105 0.007 -0.003
H 15.29974 -7.29600 2.38465 -0.083 -0.007 0.076
H 8.63423 11.91012 -5.97662 0.009 -0.004 0.006
H 0.80750 -5.36074 1.44437 0.107 0.016 0.005
H 5.12029 -1.77504 -2.74661 -0.106 -0.007 0.002
H -7.60145 2.19884 -0.15695 -0.009 -0.007 0.004
H 0.34554 5.45292 -6.06659 -0.135 -0.156 0.010
H -12.89742 -6.08116 1.37299 -0.023 0.045 0.105
H -10.78209 -1.89971 -0.20225 -0.017 0.051 0.095
H -5.50748 2.94958 -1.22921 0.083 -0.014 -0.061
H -6.72174 -1.84354 -1.24611 0.118 -0.037 -0.055
H -4.76569 -4.98527 2.80776 0.014 -0.028 0.114
H 14.91094 -5.12491 -1.28427 0.007 0.003 0.000
H 1.65578 6.00015 -3.41140 -0.185 0.202 0.363
H 7.38706 -2.24683 -1.88870 0.011 -0.007 0.007
H 2.01575 3.67410 -3.00922 0.263 0.287 0.021
H 7.11975 13.46841 -4.80444 -0.083 0.022 0.074
H -0.06337 5.66812 -3.83166 -0.129 0.126 0.554
H 11.59379 -7.26686 5.67390 0.094 0.008 -0.063
H 4.00569 4.13173 -3.53330 -0.354 -0.341 0.034
H -6.16815 -4.08996 0.98385 -0.009 -0.010 -0.002
H 6.07371 8.64126 -4.94879 -0.080 0.009 0.048
H -12.61330 -2.42918 7.57220 0.002 0.000 0.004
H 8.12078 9.49188 -6.03137 0.009 0.005 0.001
H 0.36739 3.37731 -3.33091 -0.278 -0.182 -0.215
H -6.96632 -1.70188 8.58018 -0.046 -0.009 -0.104
H 0.01772 0.30108 -4.99206 -0.443 -0.309 0.128
H -3.55613 -5.14743 7.60898 -0.021 0.001 -0.109
H 8.14116 -4.83196 4.98422 -0.003 -0.003 0.004
H 2.15443 4.41167 -6.85923 0.140 -0.483 0.059
H 2.99396 14.29179 -2.19260 0.092 -0.012 -0.062
H -8.21407 -0.19515 -0.17829 -0.002 0.021 0.023

Entry 2:
92
Properties=species:S:1:pos:R:3:forces:R:3 method="wB97M-V/def2-TZVPD" gap_ev="6.932 / 6.933" spin_multiplicity=3 lumo_energy_ev="0.049 / 0.049"
Pr 0.87117 -1.15717 0.42705 0.771 -0.458 0.553
Cl -1.20704 -0.63186 -0.69140 -1.134 -0.168 -0.947
Cl 2.08701 0.12413 -1.55023 0.263 0.216 -0.143
Cl 0.70247 -3.76018 -0.42071 0.190 0.085 0.207
Si -2.01862 -1.29388 -3.25371 -0.265 1.030 0.150
O 3.06582 -1.91779 1.13024 0.677 -0.025 -1.498
O -2.63826 0.22296 -2.81428 2.348 -0.882 1.652
O -0.97964 -1.10642 2.11109 -1.116 0.348 1.150
O 1.23934 0.66607 1.95705 0.720 -0.770 1.340
N 4.30705 -3.38755 -0.04996 0.574 0.225 -0.189
N -3.16661 -0.46476 1.94224 0.167 0.412 1.066
N 2.82448 1.22073 3.49901 -0.261 0.171 -0.272
N 3.39741 0.69230 4.60838 0.571 -0.907 0.880
C -1.98842 2.52477 0.84892 0.111 0.369 -1.088
C 1.91190 0.34015 2.99325 -0.356 0.493 -0.611
C -1.92810 -0.36308 2.45460 0.962 -0.407 -0.511
C 1.95284 3.40224 2.87626 0.725 0.371 0.218
C -0.45494 2.92800 -1.47197 -0.016 0.794 -0.287
C -4.24862 1.60205 -4.65032 -0.557 0.263 1.721
C 3.47877 5.15926 2.15848 -0.076 -0.757 0.222
C 2.90382 -0.56641 4.83169 0.105 1.191 -0.708
C -1.65508 2.20952 -1.57363 0.531 -0.672 0.079
C -2.29486 1.88363 -0.37394 -0.611 0.510 1.527
C 4.55264 4.25611 2.22319 -0.407 0.417 0.171
C 1.98019 -0.82099 3.84822 -0.295 0.681 -0.481
C -4.23860 0.45072 2.34303 0.287 0.092 0.472
C -0.20404 3.67954 -0.29570 -0.423 -0.103 -0.292
C -1.05189 3.56404 0.81789 0.435 -0.134 -0.553
C -2.65801 -2.81867 -2.40733 0.502 -0.267 1.374
C 3.06392 2.54753 3.02979 -1.187 0.454 -0.387
C -0.28491 -1.46865 -3.80682 0.559 -0.382 0.896
C 2.17822 4.72192 2.46563 0.003 0.145 0.041
C -5.99885 2.30095 -2.44652 -0.840 -0.821 0.210
C 4.12227 -4.40523 0.97236 0.251 -0.401 -1.071
C -3.53993 -1.60499 1.12069 0.264 0.271 -0.353
C -3.71665 1.79904 -3.23359 0.344 2.872 1.164
C 3.38154 -1.40300 5.96029 -0.111 -0.773 0.465
C 4.33028 1.42964 5.42035 -0.075 0.045 0.258
C -3.00683 -1.11809 -4.74818 -0.814 -1.298 -1.964
C 4.32793 2.95414 2.64751 0.831 -0.810 0.316
C 3.66010 -2.24587 0.05550 -0.054 0.144 0.550
C -4.55605 2.05516 -2.20233 0.296 1.217 -1.558
C 5.25538 -3.62750 -1.14189 -0.416 -0.230 -0.434
C -2.17182 1.61401 -2.87096 -2.923 -2.008 -0.514
H -2.47419 2.29671 1.80282 -0.129 0.088 -0.636
H -3.85705 1.13880 3.12127 -0.201 -0.319 -0.428
H -6.19549 2.89069 -3.33321 -0.010 0.139 -0.281
H 4.65527 0.74529 6.20533 0.003 0.248 -0.048
H 4.94735 -4.51960 -1.71334 0.008 0.369 0.113
H -4.95270 2.36814 -4.90573 -0.228 0.891 -0.050
H -5.08218 -0.10962 2.77441 0.276 0.093 -0.182
H 3.84463 2.30698 5.86883 0.186 -0.165 -0.081
H 5.29973 -2.75137 -1.83035 -0.094 -0.657 0.640
H 1.34925 -1.67162 3.70133 -0.012 -0.378 0.163
H -4.52892 -1.93386 1.37473 -0.540 -0.132 0.376
H 3.64712 -5.25616 0.46410 0.038 0.066 0.371
H 1.33497 5.44307 2.42153 0.655 -0.678 -0.060
H 3.63980 -1.64177 -0.88704 0.086 0.004 0.937
H -6.52957 2.79406 -1.62368 0.290 -0.153 0.013
H 3.64978 6.19387 1.89097 0.006 -0.056 -0.082
H 5.10479 -4.70488 1.32761 -0.020 -0.074 0.402
H 0.25728 2.99204 -2.33811 -0.909 0.020 0.902
H -4.00623 -0.83141 -4.40570 0.249 -0.397 -0.366
H -3.52402 -1.34339 0.07068 -0.020 0.050 -0.188
H 0.94858 3.06079 3.11321 0.246 -0.017 -0.074
H -4.60271 1.04549 1.49514 0.147 -0.190 0.113
H -2.02765 -3.21191 -1.58051 -0.170 0.423 -0.501
H 5.19637 1.74620 4.84023 -0.033 -0.004 0.126
H -0.31155 -1.91714 -4.76412 -0.206 -0.470 -1.332
H -4.85340 0.71028 -4.71624 -0.012 -0.278 0.038
H -1.47807 1.68613 -3.71158 -0.010 0.475 0.097
H 0.29119 -0.57170 -3.90152 0.304 0.669 0.144
H -3.66197 -2.73589 -1.99932 -0.267 0.212 -0.093
H 0.61207 4.40948 -0.28269 -0.250 -0.358 -0.024
H 0.27547 -2.17520 -3.20526 0.218 0.041 0.444
H 2.91950 -2.39347 5.86364 0.094 0.255 0.056
H -4.23150 2.26685 -1.20422 0.195 0.130 -0.119
H 6.25842 -3.84855 -0.74760 -0.275 0.291 0.036
H 3.46776 -4.00280 1.73040 0.077 -0.116 0.219
H 5.56927 4.56868 1.99789 -0.247 0.016 -0.084
H 3.11909 -1.02464 6.95842 -0.111 0.122 -0.362
H -2.82728 -2.39629 1.27760 0.246 -0.281 -0.005
H 5.15054 2.20783 2.73879 -0.613 0.814 -0.290
H -6.46214 1.32056 -2.59624 -0.551 0.089 -0.096
H -3.06204 -2.07825 -5.27525 -0.187 0.108 -0.349
H -3.10839 1.14684 -0.37521 0.733 0.312 -0.059
H -2.61897 -0.35203 -5.44099 -0.155 -0.369 0.310
H -3.51727 1.56779 -5.39822 1.185 -0.075 -0.923
H -1.70866 0.44846 3.21025 -0.660 -0.580 -0.755
H 4.46425 -1.56926 5.97896 -0.123 0.176 -0.285
H -2.68025 -3.60263 -3.14246 -0.100 -0.416 -0.587
H -1.01779 4.30912 1.61744 0.345 -0.479 0.019

Entry 3:
16
Properties=species:S:1:pos:R:3:forces:R:3 method="wB97M-V/def2-TZVPD" gap_ev=10.594 lumo_energy_ev=0.851
O 2.10794 -1.52267 -0.09157 0.132 -0.028 -0.005
O 1.12663 0.48944 0.14375 0.221 -0.059 -0.051
N 3.42434 0.32849 -0.05446 -0.262 0.015 0.020
C -0.11822 -0.21095 0.28028 -0.220 -0.119 -0.004
C -1.21093 0.72484 -0.19781 0.005 0.034 0.014
C -2.59140 0.09365 -0.04328 -0.075 -0.033 0.000
C 2.27122 -0.18899 0.00184 0.183 0.138 0.031
H 3.36543 1.33843 0.03626 0.019 -0.058 -0.012
H -1.15274 1.66074 0.36939 -0.003 -0.113 -0.073
H -0.25609 -0.48105 1.33562 0.023 0.041 -0.152
H 3.00595 -1.86838 -0.20840 -0.124 -0.011 0.026
H -2.81861 -0.12485 1.00650 0.067 0.014 -0.142
H -3.37200 0.76355 -0.41348 0.097 -0.080 0.027
H -0.10386 -1.13123 -0.31047 -0.009 0.163 0.074
H -2.66125 -0.84457 -0.60571 -0.005 0.125 0.085
H -1.01640 0.97355 -1.24847 -0.049 -0.029 0.162